[1]
Computed, not measured: a molecular structure, C9H13N4O2 in a non-equilibrium geometry, with the ωB97M-V functional and the def2-TZVPD basis.

Structure (XYZ):
```
28
Properties=species:S:1:pos:R:3:mulliken_charge:R:1
C 0.856 0.507 -3.304 -0.512
C -0.261 0.492 -2.432 0.783
O -0.075 -2.627 0.908 -0.366
H -1.568 0.801 -3.957 0.268
H -0.491 -3.444 1.095 0.319
C -0.549 0.210 3.272 -0.615
H 3.436 -0.982 -0.181 0.324
H 0.913 0.827 -4.350 0.284
H 0.974 -1.079 0.249 0.402
H -1.320 0.652 3.795 0.369
C 2.244 -0.523 -1.546 0.227
H -2.297 0.605 -2.414 0.147
H 0.670 0.931 1.669 0.346
N -1.168 0.025 -0.274 -0.393
N -1.027 -0.122 1.081 0.054
N -1.509 0.833 -2.914 -0.495
H 3.051 0.241 -3.400 0.342
C -0.705 -1.233 2.899 0.084
H -2.022 0.527 -0.403 0.269
O 3.440 -0.880 -1.173 -0.546
C 1.096 -0.601 -0.725 -0.390
N -0.992 -1.335 1.626 -0.062
H -0.926 1.791 1.725 0.360
H -0.391 -1.978 3.584 0.404
C -0.320 0.876 1.914 -0.517
H 0.182 0.487 4.010 0.403
C -0.055 0.042 -1.122 0.142
C 2.083 0.135 -2.824 -0.634
```

Energy above the lowest of the compared OMol25 structures with the same formula, charge and spin: 112.6 kcal per mole
Multiplicity: 1
Orbital gap (spin up / spin down): 3.274 / 3.237 eV
HOMO level (spin up / spin down): -9.9765 / -9.9510 eV
E: -719.749567 a.u.
Strongest force on any atom: 0.0862 Eh/bohr
Charge: +1
Molar mass: 209.229 g mol⁻¹

[2]
Computed, not measured: 2 unconnected molecules or ions with the total composition C9H13NO2 in a non-equilibrium geometry, with the ωB97M-V functional and the def2-TZVPD basis.

Structure (XYZ):
```
25
Properties=species:S:1:pos:R:3:mulliken_charge:R:1
N 0.684 -2.710 3.358 -0.421
H 0.736 -1.851 3.983 0.240
C 0.484 0.802 -1.545 -0.656
H 1.084 0.072 0.357 0.404
H -1.521 3.586 -2.020 0.336
C -0.104 1.997 -3.631 -1.283
C 0.593 0.795 -0.191 -0.485
H 0.393 1.267 2.256 0.305
C -0.013 -3.901 1.307 -0.882
H 0.510 1.105 -4.035 0.294
C -0.220 1.883 -2.171 0.900
C -0.199 1.745 0.577 0.439
H 0.481 2.880 -3.906 0.307
O -0.447 -1.620 1.788 -0.586
H -0.999 -3.866 0.809 0.256
H 1.027 0.099 -2.262 0.138
H 0.133 -4.821 1.935 0.315
C -0.932 2.806 -1.509 -0.465
H 0.800 -3.972 0.505 0.230
H -1.140 1.892 -3.980 0.334
O -0.315 1.709 1.950 -0.526
H 1.161 -3.577 3.747 0.198
H -1.473 3.508 0.569 0.364
C 0.130 -2.644 2.125 0.672
C -0.855 2.816 -0.015 -0.428
```

Energy above the lowest of the compared OMol25 structures with the same formula, charge and spin: 35.7 kcal per mole
Multiplicity: 1
SMILES: Cc1ccc(O)cc1.CC(N)=O
Orbital gap: 8.578 eV
HOMO level: -7.9558 eV
E: -555.946781 a.u.
Strongest force on any atom: 0.0963 Eh/bohr
Charge: 0
Molar mass: 167.208 g mol⁻¹

[3]
Computed, not measured: C9H13NO2 in the gas phase in a non-equilibrium geometry, with the ωB97M-V functional and the def2-TZVPD basis.

Structure (XYZ):
```
25
Properties=species:S:1:pos:R:3:lowdin_spin:R:1
H 1.805 0.914 -0.014 -0.001
C 0.539 -1.720 -0.765 0.002
H 2.245 2.696 1.459 0.000
H 2.378 0.427 2.713 0.001
N -0.997 1.689 -0.412 0.458
H -2.243 -1.289 -1.898 0.000
C -0.159 -2.168 -2.046 0.001
H 0.354 -2.110 -2.987 0.000
C -1.301 -0.565 0.799 0.069
H -0.611 -3.052 -1.895 0.000
C 1.320 2.116 1.737 0.008
C -1.202 -1.035 -1.793 0.003
C 1.107 0.973 0.778 0.001
C -0.586 -0.714 -0.485 0.025
H 0.641 -2.423 -0.062 0.001
C -0.242 0.581 0.160 0.007
H 0.410 2.758 2.086 0.001
H -2.410 -0.126 0.826 0.006
C 1.454 0.754 2.214 0.002
H 0.596 0.519 2.696 0.000
O -0.442 2.755 -0.477 0.757
H -0.850 -1.105 1.634 0.006
H 1.468 -1.272 -0.985 0.001
O -2.123 1.462 -0.818 0.652
H -1.150 -0.066 -2.465 0.002
```

Energy above the lowest of the compared OMol25 structures with the same formula, charge and spin: 135.0 kcal per mole
Multiplicity: 3
Orbital gap (spin up / spin down): 7.776 / 6.393 eV
HOMO level (spin up / spin down): -6.8427 / -9.5121 eV
E: -555.589383 a.u.
Strongest force on any atom: 0.1724 Eh/bohr
Charge: 0
Molar mass: 167.208 g mol⁻¹

[4]
Computed, not measured: 2 unconnected molecules or ions with the total composition C9H13NO3 in a non-equilibrium geometry, with the ωB97M-V functional and the def2-TZVPD basis.

Structure (XYZ):
```
26
Properties=species:S:1:pos:R:3:mulliken_charge:R:1
H 3.009 1.318 -1.462 0.350
H -4.404 -0.149 -0.128 0.333
C -2.698 1.366 0.279 0.165
C 2.447 0.761 -0.739 -0.966
N 0.102 -1.905 -0.012 0.895
H 0.203 1.499 -1.154 0.364
H -3.579 -0.236 1.522 0.233
O -0.092 -2.387 -1.158 -0.759
H 0.854 0.884 -2.877 0.305
C 2.171 0.543 1.642 -0.514
C -3.406 0.033 0.373 -0.712
H -3.194 2.015 -0.507 0.292
O -1.736 1.749 0.879 -0.440
O -0.441 -2.701 0.990 -0.494
C 2.815 1.084 0.503 -0.479
H -0.350 -3.647 0.832 0.353
H 0.560 -0.629 2.412 0.346
H -0.526 0.226 -1.845 0.501
C 0.356 0.632 -1.815 -1.498
H 1.581 -0.936 -1.813 0.466
H 2.321 0.722 2.700 0.332
H -2.784 -0.858 -0.021 0.146
C 1.101 -0.259 1.514 -0.555
C 1.394 -0.224 -1.033 1.011
H 3.531 1.875 0.723 0.354
C 0.765 -0.778 0.195 -0.029
```

Energy above the lowest of the compared OMol25 structures with the same formula, charge and spin: 147.9 kcal per mole
Multiplicity: 1
SMILES: C[C@H]1C=CC=C/C1=[N+](/[O-])O.CC=O
Orbital gap (spin up / spin down): 7.833 / 7.831 eV
HOMO level (spin up / spin down): -7.6207 / -7.6192 eV
E: -630.998751 a.u.
Strongest force on any atom: 0.1254 Eh/bohr
Charge: 0
Molar mass: 183.207 g mol⁻¹

[5]
Computed, not measured: C9H13NO5 in the gas phase in a non-equilibrium geometry, with the ωB97M-V functional and the def2-TZVPD basis.

Structure (XYZ):
```
28
Properties=species:S:1:pos:R:3:mulliken_charge:R:1
O 0.874 0.084 1.426 -0.375
O 2.851 2.251 0.512 -0.490
O -0.605 -2.494 -0.342 -0.600
C 0.607 2.965 0.428 -0.883
H -3.324 -1.864 1.014 0.346
H 0.491 -0.184 -0.774 0.429
H -1.930 0.089 0.830 0.267
H -3.447 -2.557 -0.631 0.261
C -1.524 -1.729 -0.010 0.674
C 2.083 3.032 -0.021 0.612
C 2.576 -1.252 2.751 -1.116
H 0.240 3.955 0.063 0.329
O -1.138 2.071 -0.786 -0.560
H 2.484 -0.479 3.526 0.315
C -0.119 1.807 -0.151 0.231
H 3.630 -1.567 2.646 0.318
C 2.663 4.206 -0.755 -1.039
C 0.080 0.218 0.166 0.331
N -1.165 -0.494 0.486 -0.184
H 0.523 2.896 1.448 0.375
H 1.735 4.808 -1.010 0.293
H 1.949 -2.040 3.174 0.297
C -2.834 -2.427 0.283 -1.046
H -2.716 -3.457 0.725 0.284
O 2.567 -1.076 0.358 -0.542
C 2.001 -0.682 1.365 0.848
H 3.068 3.845 -1.758 0.286
H 3.199 4.891 -0.149 0.340
```

Energy above the lowest of the compared OMol25 structures with the same formula, charge and spin: 17.8 kcal per mole
Multiplicity: 1
SMILES: CC(=O)CC(=O)[C@H](NC(C)=O)OC(C)=O
Orbital gap: 9.959 eV
HOMO level: -9.7123 eV
E: -781.642858 a.u.
Strongest force on any atom: 0.0960 Eh/bohr
Charge: 0
Molar mass: 215.205 g mol⁻¹

[6]
Computed, not measured: a gas-phase ion, C9H13NOP (charge +1) in a non-equilibrium geometry, with the ωB97M-V functional and the def2-TZVPD basis.

Structure (XYZ):
```
25
Properties=species:S:1:pos:R:3:mulliken_charge:R:1
H -0.672 3.107 -0.425 0.328
N -1.324 2.718 -1.117 -0.096
H 0.169 1.909 1.287 0.652
C 1.748 -2.163 -0.232 -0.428
C 0.726 1.243 0.572 -0.573
P -2.255 0.699 0.443 -0.211
C 0.785 -0.115 0.526 0.405
H 1.218 -4.014 0.849 0.311
C 1.644 -0.843 -0.348 -0.373
C 0.138 -2.245 1.559 -0.944
C -0.228 -0.896 1.272 0.129
C 0.975 -2.884 0.765 -0.453
H -1.375 -1.280 -0.626 0.393
H -2.175 -1.760 0.894 0.455
H 2.451 -2.495 -1.038 0.330
H -0.917 2.746 -2.028 0.358
C -1.549 -0.909 0.390 -0.638
H -0.621 0.596 -1.321 0.437
H -2.164 3.233 -1.090 0.372
H 2.407 -0.440 -1.030 0.154
H -0.418 -0.343 2.172 0.632
H 2.102 1.946 -0.757 0.318
O 1.257 2.211 -0.307 -0.572
C -1.397 1.235 -0.859 -0.402
H -0.570 -2.694 2.296 0.415
```

Energy above the lowest of the compared OMol25 structures with the same formula, charge and spin: 94.9 kcal per mole
Multiplicity: 1
SMILES: [NH3+]/C=P/C[C@H]1C=CC=C/C1=C\O
Orbital gap: 7.111 eV
HOMO level: -11.1974 eV
E: -821.694396 a.u.
Strongest force on any atom: 0.0755 Eh/bohr
Charge: +1
Molar mass: 182.183 g mol⁻¹